1.
Entry from OMol25: a gas-phase ion, C7H14FN2 (charge +1) (ωB97M-V with the def2-TZVPD basis set).

Atoms and positions in Å:
C (-2.37329, 1.40605, 1.62205)
C (-2.64053, 0.40057, 0.60667)
F (-3.92258, 0.05868, 0.41493)
C (-1.59077, -0.48530, -0.27197)
C (-2.07708, -1.70057, -0.96038)
N (-0.29915, -0.01592, -0.24450)
C (0.85744, -0.56461, -0.66760)
N (1.99800, 0.05868, -0.37566)
C (3.20106, -0.50120, -1.08372)
C (2.23241, 1.06143, 0.58281)
H (-3.35986, 1.86600, 1.91017)
H (-1.92838, 0.71333, 2.48026)
H (-1.78565, 2.28768, 1.31895)
H (-1.16970, -2.34662, -0.98753)
H (-2.82846, -2.14487, -0.35963)
H (-2.42355, -1.64617, -1.97488)
H (-0.19238, 0.93760, 0.03222)
H (0.68642, -1.56050, -1.11572)
H (3.96862, -0.95016, -0.29189)
H (2.91803, -1.07462, -1.92220)
H (3.82498, 0.34905, -1.46719)
H (1.38866, 1.64588, 0.96640)
H (2.39299, 0.56021, 1.53098)
H (3.12279, 1.64540, 0.25745)

Kohn-Sham gap (alpha / beta) (eV): 7.369 / 7.368
LUMO level (alpha / beta) (eV): -3.9 / -3.9
SMILES: C/C(F)=C(C)\[NH+]=C\N(C)C
Charge: +1
Energy above the lowest of the compared OMol25 structures with the same formula, charge and spin (kJ/mol): 444.1

Results of the natural (NBO) charge analysis, in e, for atoms 1 through 8: number 1, C, carries -0.76; number 2, C, carries 0.47; number 3, F, carries -0.30; number 4, C, carries 0.07; number 5, C, carries -0.65; number 6, N, carries -0.52; number 7, C, carries 0.34; number 8, N, carries -0.35

2.
Entry from OMol25: 2 unconnected molecules or ions with the total composition C7H14FN2 (ωB97M-V with the def2-TZVPD basis set).

Atoms and positions in Å:
C (-2.10562, -0.32606, -1.72367)
C (-4.95210, 0.07002, 0.54311)
C (1.26378, 0.79357, -0.96134)
C (0.40921, -0.89856, 0.44339)
C (-0.23699, 1.29305, -1.29053)
C (-1.01121, -0.26790, 0.36725)
C (2.47267, 0.38810, 1.17802)
N (1.43793, 0.08339, 0.27395)
N (-1.22287, 0.23258, -0.97123)
F (-4.04499, -0.31600, 1.36746)
H (-2.06559, -0.03642, -2.75906)
H (-4.55267, 0.35393, -0.46903)
H (1.43486, 0.16055, -1.91214)
H (1.94033, 1.64638, -1.05948)
H (0.47564, -1.33739, 1.36974)
H (0.58004, -1.59775, -0.42484)
H (-0.49810, 2.20359, -0.61454)
H (-0.41415, 1.68124, -2.30364)
H (-1.79630, -1.07941, 0.45225)
H (-1.09939, 0.48722, 1.25279)
H (2.80688, -0.36249, 1.84296)
H (3.38943, 0.70249, 0.67952)
H (2.28078, 1.09126, 1.99591)
H (-5.93776, -0.25180, 0.74268)

Kohn-Sham gap (alpha / beta) (eV): 7.279 / 4.543
LUMO level (alpha / beta) (eV): -4.7 / -7.1
Charge: +1
Energy above the lowest of the compared OMol25 structures with the same formula, charge and spin (kJ/mol): 825.2

Results of the natural (NBO) charge analysis, in e, for atoms 1 through 8: number 1, C, carries 0.38; number 2, C, carries 0.13; number 3, C, carries -0.20; number 4, C, carries -0.20; number 5, C, carries -0.26; number 6, C, carries -0.26; number 7, C, carries -0.42; number 8, N, carries -0.45

3.
Entry from OMol25: 2 unconnected molecules or ions with the total composition C7H14FN4O5S (ωB97M-V with the def2-TZVPD basis set).

Atoms and positions in Å:
C (1.59970, -3.79491, 0.20513)
S (0.54461, -2.71715, -0.85628)
O (0.79014, -3.13592, -2.28946)
O (0.98410, -1.29379, -0.65210)
C (-1.27176, -2.84594, -0.52230)
N (-1.99969, -4.09342, -0.39376)
C (-3.34234, -3.57134, -0.17359)
N (-4.31551, -4.47908, 0.02639)
F (-5.59100, -4.10159, 0.27656)
N (-3.42267, -2.14906, -0.19647)
N (-2.14039, -1.70050, -0.39548)
H (2.04057, -3.20031, 1.08612)
H (2.50768, -4.15645, -0.40261)
H (1.07621, -4.70152, 0.64735)
H (-4.05726, -5.48245, 0.02976)
H (-4.26376, -1.56842, -0.07708)
H (-1.88808, -0.69677, -0.46935)
C (2.11317, 1.45033, 1.00898)
C (1.60335, 1.85198, -0.36241)
O (0.73311, 2.98831, -0.28112)
C (1.34073, 4.17017, -0.07871)
O (2.52686, 4.34883, 0.03080)
O (0.39100, 5.11515, 0.00857)
C (0.89717, 6.41042, 0.33126)
H (1.27806, 1.28457, 1.69557)
H (2.70858, 0.53722, 0.94604)
H (2.73416, 2.23324, 1.44813)
H (1.01186, 1.03544, -0.77936)
H (2.42310, 2.04538, -1.05892)
H (1.67959, 6.71576, -0.36569)
H (1.27088, 6.41904, 1.35726)
H (0.07234, 7.11980, 0.25669)

Kohn-Sham gap (eV): 7.459
LUMO level (eV): -5.1
Charge: +1
Energy above the lowest of the compared OMol25 structures with the same formula, charge and spin (kJ/mol): 0.0

Results of the natural (NBO) charge analysis, in e, for atoms 1 through 8: number 1, C, carries -0.85; number 2, S, carries 2.00; number 3, O, carries -0.84; number 4, O, carries -0.88; number 5, C, carries 0.17; number 6, N, carries -0.41; number 7, C, carries 0.53; number 8, N, carries -0.16

4.
Entry from OMol25: a molecular structure, C7H14MgN2OP (ωB97M-V with the def2-TZVPD basis set).

Atoms and positions in Å:
C (-3.01955, -0.51188, 0.12118)
C (-2.57724, -1.64434, -0.63400)
C (-2.07353, -1.15855, -1.86820)
C (-2.33462, 0.24769, -1.95398)
C (-2.84568, 0.66530, -0.69943)
Mg (0.41407, 1.37143, 1.70485)
P (-0.27395, -0.23594, 3.43443)
H (-3.40279, -0.50147, 1.14319)
H (-2.54389, -2.68458, -0.30568)
H (-1.73720, -1.77957, -2.70757)
H (-3.09300, 1.68495, -0.40275)
H (-2.08366, 0.87074, -2.80685)
H (0.36239, -1.52154, 3.54356)
H (-1.60700, -0.63671, 2.99028)
H (-0.52959, 0.06376, 4.83955)
C (3.47249, 1.62552, 0.27231)
N (2.94997, 0.57685, -0.60820)
C (1.68087, 0.15604, -0.70992)
N (1.40220, -0.80854, -1.60997)
O (0.73691, 0.65284, 0.00496)
H (2.67684, 2.09532, 0.87105)
H (3.97820, 2.39264, -0.33222)
H (4.24066, 1.19375, 0.93298)
H (3.60442, 0.11586, -1.23281)
H (0.43140, -1.06271, -1.81330)
H (2.17128, -1.16690, -2.17346)

Kohn-Sham gap (eV): 3.705
LUMO level (eV): 2.6
Charge: -1

Results of the natural (NBO) charge analysis, in e, for atoms 1 through 8: number 1, C, carries -0.38; number 2, C, carries -0.36; number 3, C, carries -0.42; number 4, C, carries -0.36; number 5, C, carries -0.35; number 6, Mg, carries 0.24; number 7, P, carries -0.18; number 8, H, carries 0.18

5.
Entry from OMol25: C7H14N in the gas phase (ωB97M-V with the def2-TZVPD basis set).

Atoms and positions in Å:
C (0.66346, 2.28511, 0.05167)
C (1.36066, 1.11407, 0.69358)
C (0.42099, -0.01801, 1.13884)
C (-1.78534, -0.63945, 0.07902)
C (-0.47199, -0.80472, 0.23251)
C (0.21327, -1.80717, -0.67606)
C (0.12542, -3.11562, -0.44800)
N (-0.54149, 1.97570, -0.83193)
H (1.31174, 2.89106, -0.57304)
H (0.22109, 2.88603, 0.84410)
H (2.24396, 0.82335, 0.11310)
H (1.75189, 1.47856, 1.65084)
H (-0.19972, 0.42846, 1.92589)
H (1.01004, -0.67729, 1.77335)
H (-2.28890, -1.35761, -0.54872)
H (-2.44139, 0.17654, 0.35137)
H (0.46753, -1.31884, -1.61503)
H (-0.28676, -3.34241, 0.47540)
H (0.50817, -3.90454, -1.07894)
H (-0.51991, 2.65375, -1.63499)
H (-1.45693, 2.07787, -0.30598)
H (-0.51802, 1.03089, -1.21127)

Kohn-Sham gap (alpha / beta) (eV): 4.356 / 10.572
Spin multiplicity: 2
LUMO level (alpha / beta) (eV): 0.8 / 0.7
Expectation value of S²: 0.751
Energy above the lowest of the compared OMol25 structures with the same formula, charge and spin (kJ/mol): 301.4

Results of the natural (NBO) charge analysis, in e, for atoms 1 through 8: number 1, C, carries -0.32; number 2, C, carries -0.41; number 3, C, carries -0.46; number 4, C, carries -0.42; number 5, C, carries -0.04; number 6, C, carries -0.22; number 7, C, carries -0.37; number 8, N, carries -1.07

6.
Entry from OMol25: a gas-phase ion, C7H14N (charge +1) (ωB97M-V with the def2-TZVPD basis set).

Atoms and positions in Å:
C (-2.42428, 0.14689, 1.29929)
C (-1.63023, 0.30560, 0.19593)
C (-2.32391, 0.12177, -1.17432)
C (-0.10083, 0.62740, 0.17893)
C (0.92206, -0.45169, -0.00555)
C (0.51396, -1.85932, -0.10422)
N (2.18096, -0.09497, -0.12189)
C (2.74622, 1.25016, 0.15785)
H (-3.55047, 0.04226, 1.23967)
H (-2.09010, 0.13876, 2.32759)
H (-1.75403, 0.76702, -1.95028)
H (-3.43555, 0.17173, -0.94600)
H (-2.16406, -1.02167, -1.52337)
H (-0.08477, 1.24465, -0.74514)
H (0.29097, 1.21705, 1.06600)
H (0.95459, -2.28705, -1.07301)
H (-0.61157, -1.82236, -0.01699)
H (0.92561, -2.41025, 0.81083)
H (2.86695, -0.70997, -0.14300)
H (2.03182, 2.00599, -0.12472)
H (3.06968, 1.29537, 1.12396)
H (3.66696, 1.32263, -0.47157)

Kohn-Sham gap (eV): 8.788
LUMO level (eV): -4.3
SMILES: C=C(C)C/C(C)=[NH+]\C
Charge: +1
Energy above the lowest of the compared OMol25 structures with the same formula, charge and spin (kJ/mol): 139.2

Results of the natural (NBO) charge analysis, in e, for atoms 1 through 8: number 1, C, carries -0.35; number 2, C, carries -0.03; number 3, C, carries -0.66; number 4, C, carries -0.55; number 5, C, carries 0.53; number 6, C, carries -0.73; number 7, N, carries -0.43; number 8, C, carries -0.43